54
Properties=species:S:1:pos:R:3:nbo_charge:R:1 method="wB97M-V/def2-TZVPD" e_homo_ev=-9.55 total_energy_ha=-967.273537 smiles=CCO.CCO.CCO.CCO.CCO.CO.O de_lowest_kj_mol=102.3
C 0.12131 0.72558 -3.96602 -0.6395
C -1.13984 0.03335 -3.84545 -0.0673
O -1.83856 0.63646 -2.74897 -0.7518
H 0.01960 1.75534 -4.30855 0.2169
H 0.71493 0.31371 -4.78216 0.2043
H 0.75647 0.75883 -3.08082 0.2060
H -0.98762 -0.99282 -3.51091 0.1501
H -1.70006 -0.06513 -4.77526 0.1813
H -1.20032 0.83690 -2.06043 0.4860
C -1.14813 -0.71152 5.62195 -0.6217
C -2.52742 -0.79187 5.01848 -0.0522
O -3.26834 0.31285 5.40732 -0.7110
H -0.67095 0.17203 5.19796 0.2104
H -0.71532 -1.64789 5.26987 0.2047
H -1.24248 -0.64666 6.70592 0.2145
H -3.01125 -1.71078 5.34958 0.1452
H -2.46401 -0.82967 3.93098 0.1473
H -4.16474 0.06397 5.17036 0.4645
C -0.51328 -0.53864 1.31784 -0.6511
C 0.05346 -0.41389 -0.12573 -0.0717
O 0.00197 0.89254 -0.59751 -0.7710
H -1.37233 0.10926 1.49202 0.2185
H 0.12043 -0.17957 2.12874 0.1969
H -0.76038 -1.57092 1.56573 0.2127
H -0.63934 -0.95887 -0.76692 0.1945
H 1.04506 -0.85797 -0.21298 0.1643
H 0.86429 1.24297 -0.36257 0.5032
C 3.69876 1.40338 -1.98281 -0.6525
C 3.47965 1.23050 -0.44413 -0.0630
O 2.44803 2.10343 -0.10572 -0.7531
H 4.39031 0.64671 -2.35335 0.2163
H 4.07171 2.37302 -2.31265 0.2327
H 2.87091 1.12194 -2.63364 0.2240
H 4.36608 1.55274 0.10222 0.1744
H 3.24670 0.20051 -0.17407 0.1643
H 2.47175 2.31241 0.83096 0.4916
C -1.36032 -5.63545 0.19002 -0.6426
C -0.34302 -4.93928 -0.62366 -0.0713
O -0.10477 -3.64227 -0.13906 -0.7150
H -2.20977 -5.01560 0.47697 0.2148
H -0.99553 -5.95692 1.16556 0.1972
H -1.88189 -6.44657 -0.31807 0.2191
H -0.65474 -4.93894 -1.66814 0.1803
H 0.52944 -5.59261 -0.63087 0.1557
H 0.31172 -3.71803 0.72257 0.4634
C 0.81301 5.05430 -1.73548 -0.2440
O 1.95794 4.32770 -2.01973 -0.7470
H 0.51851 5.63292 -2.61102 0.1705
H -0.00888 4.37114 -1.52121 0.1784
H 0.96960 5.74034 -0.90306 0.1519
H 2.05773 3.59602 -1.40630 0.4826
O -1.50434 3.10470 0.45478 -0.9615
H -2.43096 2.86944 0.40722 0.4668
H -1.04080 2.30686 0.20020 0.4823

=====

19
Properties=species:S:1:pos:R:3:nbo_charge:R:1 method="wB97M-V/def2-TZVPD" e_homo_ev=-2.52 total_charge=-1 total_energy_ha=-327.569578 smiles=CCN[C@@H](C)C[O-] de_lowest_kj_mol=332.0
C -0.54548 -2.66575 0.72869 -0.6361
C -1.15225 -1.76996 -0.50204 -0.1870
N -0.65752 -0.41904 -0.81877 -0.6967
C 0.37411 0.42359 -0.05818 -0.0611
C 1.39404 0.81244 -1.09506 -0.6343
C -0.13658 1.76164 0.59616 0.0344
O 0.88334 2.27786 1.26171 -0.9178
H 0.39962 -2.05976 1.25339 0.2162
H -1.27475 -2.60712 1.47262 0.1890
H -0.55444 -3.72280 0.44839 0.2005
H -0.88507 -2.45032 -1.35370 0.1318
H -2.27067 -2.05517 -0.41349 0.1522
H -1.55088 0.03338 -1.33458 0.3550
H 0.65816 -0.35595 0.54700 0.1711
H 1.73492 -0.03666 -1.77618 0.1821
H 2.21304 1.06743 -0.40259 0.2331
H 1.28768 1.81451 -1.64436 0.2070
H -1.11864 1.33176 1.15423 0.0364
H -0.70610 2.37937 -0.33047 0.0242

=====

14
Properties=species:S:1:pos:R:3:nbo_charge:R:1 method="wB97M-V/def2-TZVPD" e_homo_ev=-2.99 total_charge=-1 total_energy_ha=-695.843462 de_lowest_kj_mol=0.0
O -0.72305 -1.38905 0.06635 -0.7224
C -0.16964 -0.30074 -0.14551 0.7005
O -0.58825 0.82831 0.71412 -0.9238
Si -1.98018 0.51601 1.57113 1.2356
C 0.98817 0.04644 -0.83860 -0.3936
C 1.72023 -0.66694 -1.93951 -0.4621
C 1.82284 0.79874 -1.70016 0.1867
F 1.32451 1.61609 -2.72058 -0.4059
H -2.62170 1.72921 1.96617 -0.2469
H -1.89901 -0.34549 2.68983 -0.2364
H -3.13271 -0.06401 0.78556 -0.2295
H 1.09366 -1.08927 -2.71710 0.1930
H 2.68857 -1.09648 -1.83415 0.1647
H 2.69335 1.27688 -1.35965 0.1402

=====

95
Properties=species:S:1:pos:R:3:lowdin_charge:R:1 method="wB97M-V/def2-TZVPD" e_homo_ev="-7.52 / -7.52" total_energy_ha=-6753.299841
Ni -0.71610 0.21546 0.48428 0.4526
C 1.32836 0.63280 4.05568 -0.0785
C 1.76337 0.09906 2.68803 -0.2119
C 2.48330 1.16449 1.89933 -0.1797
C 3.83946 1.36114 2.11084 -0.0443
C 4.52134 2.37227 1.45482 -0.0844
C 3.85352 3.16592 0.54155 -0.0544
C 2.49055 3.01365 0.31101 -0.1858
C 1.83516 3.88298 -0.73732 -0.2038
C 1.66147 5.34061 -0.29742 -0.0848
C 1.79045 2.02838 1.02874 -0.1849
N 0.39518 1.87064 0.88653 0.0180
C -0.38626 2.87738 1.13394 -0.0686
C -1.77190 2.72316 1.01609 -0.3208
C -2.84232 3.61337 1.18649 -0.0468
C -3.99349 2.87711 0.94488 -0.0880
C -3.57938 1.56905 0.64835 -0.1303
N -2.25123 1.47549 0.68542 0.0143
H 0.83891 -0.14939 4.63675 0.0727
H 0.63427 1.46603 3.93708 0.0740
H 2.19598 0.98783 4.61353 0.0745
H 0.87918 -0.24509 2.14536 0.0606
H 2.42899 -0.75577 2.81904 0.1059
H 4.36192 0.71569 2.80779 0.1170
H 5.57635 2.52653 1.64241 0.1040
H 4.39808 3.93063 -0.00189 0.1156
H 0.86659 3.46700 -1.01548 0.0991
H 2.46664 3.86849 -1.62988 0.1060
H 0.99291 5.42484 0.55876 0.0584
H 1.24032 5.93546 -1.10880 0.0744
H 2.61953 5.77618 -0.01236 0.0722
H 0.02107 3.81972 1.49253 0.1334
H -2.76936 4.65996 1.43828 0.1002
H -5.01461 3.21953 0.98186 0.0886
H -4.20319 0.71878 0.41977 0.0836
Br 1.29060 -5.78491 -2.30643 0.7256
C 1.34551 -5.95315 -0.42126 -0.7408
C 1.15744 -7.21189 0.13044 -0.1442
C 1.16013 -7.37395 1.50593 -0.0858
C 1.35454 -6.27575 2.33039 -0.0836
C 1.55074 -5.02078 1.77910 -0.1521
C 1.54540 -4.84895 0.40075 -0.7107
I 1.83863 -2.91673 -0.38481 0.9604
H 0.99629 -8.06208 -0.51833 0.1011
H 1.00139 -8.35521 1.93267 0.1056
H 1.35186 -6.39111 3.40605 0.1055
H 1.69086 -4.15994 2.41884 0.0921
C 5.24097 -0.34922 -1.37117 -0.3406
Sb 3.22244 -0.15129 -2.12290 1.1569
C 3.85625 1.30916 -3.59346 -0.3360
C 3.54661 -1.86081 -3.42291 -0.3646
H 5.88036 -0.67523 -2.19109 0.0036
H 5.27122 -1.08336 -0.56714 -0.0061
H 5.58134 0.61071 -0.99702 -0.0152
H 4.64795 0.88364 -4.20855 0.0016
H 4.24089 2.19554 -3.08848 -0.0099
H 3.02378 1.60248 -4.23161 -0.0210
H 4.03410 -1.54109 -4.34361 0.0041
H 2.61212 -2.36544 -3.65938 -0.0429
H 4.19608 -2.55636 -2.89366 -0.0084
N -1.37771 -1.43979 0.21031 -0.2930
P -1.97288 -1.77705 -1.19961 0.7489
C -3.65858 -1.15618 -1.53414 -0.2906
C -4.07202 -0.47632 -2.67169 -0.0701
C -5.41030 -0.13532 -2.81938 -0.0764
C -6.33226 -0.46465 -1.83778 -0.0816
C -5.91736 -1.12818 -0.68946 -0.0843
C -4.58465 -1.47049 -0.53874 -0.1139
C -2.22248 -3.56423 -1.41296 -0.2918
C -2.75108 -4.09508 -2.58716 -0.0917
C -2.90550 -5.46571 -2.71016 -0.0793
C -2.57477 -6.30350 -1.65216 -0.0872
C -2.09927 -5.77022 -0.46409 -0.0873
C -1.90954 -4.40046 -0.34895 -0.0892
C -0.99004 -1.19895 -2.63484 -0.2988
C -0.42773 -2.03610 -3.59165 -0.0880
C 0.31600 -1.49424 -4.63269 -0.0950
C 0.51614 -0.12489 -4.71136 -0.1044
C -0.01235 0.71216 -3.73697 -0.1033
C -0.76114 0.17697 -2.70203 -0.1216
H -3.35870 -0.21221 -3.44268 0.1020
H -5.73714 0.38714 -3.70950 0.1034
H -7.37449 -0.20039 -1.96186 0.1025
H -6.63077 -1.37847 0.08530 0.1061
H -4.23203 -1.97478 0.35434 0.1117
H -3.04316 -3.43268 -3.39412 0.1126
H -3.29028 -5.88326 -3.63188 0.1043
H -2.69205 -7.37473 -1.75562 0.1044
H -1.86693 -6.41740 0.37186 0.1048
H -1.52571 -3.95244 0.56076 0.0926
H -0.56481 -3.10735 -3.52806 0.0860
H 0.73783 -2.14711 -5.38660 0.1102
H 1.08631 0.28957 -5.53334 0.1063
H 0.15497 1.78097 -3.79230 0.1074
H -1.19249 0.82052 -1.93904 0.0912

=====

13
Properties=species:S:1:pos:R:3:nbo_charge:R:1 method="wB97M-V/def2-TZVPD" e_homo_ev="-8.27 / -7.52" total_energy_ha=-195.121626 de_lowest_kj_mol=447.4
C 2.66393 0.06687 0.21684 -0.0872
C 1.40756 -0.59942 0.17001 -0.3780
C 0.10727 -0.17776 -0.10422 0.0780
C -0.18727 1.06872 -0.86563 -0.6659
C -0.93546 -1.00820 0.59644 -0.6649
H 3.27077 0.45572 -0.58172 0.1458
H 1.29466 -1.40826 0.86167 0.2069
H 0.61378 1.29759 -1.70905 0.2240
H -0.02887 1.94513 -0.25731 0.2315
H -1.15078 1.14481 -1.32248 0.2230
H -0.65928 -1.35328 1.67441 0.2310
H -1.04180 -2.04351 0.03649 0.2329
H -1.92636 -0.44990 0.62224 0.2228

=====

57
Properties=species:S:1:pos:R:3:nbo_charge:R:1 method="wB97M-V/def2-TZVPD" e_homo_ev=-6.72 total_energy_ha=-3683.748947 de_lowest_kj_mol=201.3
Ca -0.15481 -0.25001 -0.42098 1.6759
S -1.54028 1.02790 -2.37579 -0.5555
C -1.60952 -0.38335 -3.44624 -0.1783
C -2.83961 -0.75467 -4.01609 -0.2293
C -2.96570 -1.83050 -4.87228 -0.1882
C -1.85569 -2.59736 -5.21719 -0.2454
C -0.62768 -2.25985 -4.68121 -0.2507
C -0.50881 -1.18854 -3.79623 -0.1462
S 1.07958 -0.77535 -3.10815 0.2084
C 1.69337 -2.41339 -2.56274 -0.5737
C 2.44660 -2.31256 -1.25616 0.2356
C 3.83201 -2.35488 -1.19419 -0.2575
C 4.43523 -2.35149 0.05174 -0.1442
C 3.64706 -2.34678 1.19161 -0.2612
C 2.26753 -2.29676 1.04996 0.2344
C 1.34953 -2.33391 2.25608 -0.5822
S 0.81169 -0.63665 2.63801 0.1862
C -0.99633 -0.58269 2.93529 -0.1731
C -1.31491 -0.92079 4.35589 -0.2286
C -2.49943 -1.42338 4.69618 -0.2093
C -3.55621 -1.65256 3.69748 -0.2797
C -3.32471 -1.49330 2.39402 -0.1850
C -1.97049 -1.15628 1.83361 0.0539
S -1.52691 -2.39842 0.65083 -0.4892
N 1.68958 -2.23077 -0.15480 -0.4987
H -3.70828 -0.16351 -3.75462 0.2227
H -3.94034 -2.07563 -5.27753 0.2086
H -1.94626 -3.43445 -5.89693 0.2108
H 0.25473 -2.82822 -4.95328 0.2067
H 2.31776 -2.88149 -3.32218 0.2205
H 0.81505 -3.03724 -2.40627 0.2566
H 4.41665 -2.40896 -2.10356 0.2236
H 5.51463 -2.38016 0.13616 0.2202
H 4.08879 -2.39277 2.17886 0.2222
H 1.87748 -2.74413 3.11495 0.2219
H 0.46619 -2.92530 2.02461 0.2973
H -0.55430 -0.73143 5.10341 0.2188
H -2.70604 -1.65234 5.73492 0.2189
H -4.52945 -1.98779 4.03479 0.2221
H -4.08421 -1.68101 1.64565 0.2391
O 2.98567 2.97912 -0.79303 -0.6525
C 2.11615 2.07146 -0.35965 0.7911
O 2.10084 0.92262 -0.73195 -0.6244
C 1.17718 2.58474 0.70126 0.0726
C 1.37513 3.76286 1.38447 -0.1974
C 0.53123 4.02836 2.45928 -0.1539
C -0.43224 3.10233 2.80846 -0.1967
C -0.56030 1.94799 2.04429 0.1942
N 0.21358 1.71456 0.98852 -0.4664
C -1.52887 0.83823 2.39932 0.4751
O -2.51234 1.40889 3.18076 -0.7078
O -2.00864 0.21042 1.21663 -0.5986
H 3.52879 2.53882 -1.46404 0.5086
H 2.16853 4.43773 1.09894 0.2429
H 0.64577 4.94083 3.02929 0.2288
H -1.08940 3.25341 3.65180 0.2527
H -3.17302 0.72897 3.37908 0.5034

=====

85
Properties=species:S:1:pos:R:3:lowdin_charge:R:1 method="wB97M-V/def2-TZVPD" e_homo_ev="2.36 / 0.18" total_charge=-2 multiplicity=4 total_energy_ha=-1891.635044
Tc -0.93721 0.08714 -1.47913 1.3442
C -1.01416 4.15720 -3.08059 -0.0648
C -1.18568 3.03506 -2.07638 -0.5408
O -0.93584 1.86310 -2.52818 -0.2586
C -1.57042 3.35144 -0.78141 -0.0938
C -1.72351 2.47982 0.32479 -0.4210
C -2.10076 3.05722 1.65702 -0.0951
N -1.52737 1.18040 0.22932 -0.1420
N -1.69808 0.44994 1.39575 0.0582
C -1.38106 -0.80403 1.18433 -0.5427
O -0.95547 -1.29151 0.07037 -0.2415
C -1.52091 -1.74552 2.32538 -0.1487
C -1.74552 -1.29824 3.63076 -0.0585
C -1.86966 -2.20207 4.67089 -0.1299
C -1.77580 -3.57188 4.43222 -0.1512
C -1.55721 -4.02314 3.13559 -0.1218
C -1.43076 -3.11910 2.09086 -0.0516
H -0.92261 3.73075 -4.07837 0.0617
H -0.11090 4.73561 -2.86914 0.0549
H -1.86261 4.84486 -3.06228 0.0578
H -1.74938 4.40267 -0.58202 0.0792
H -2.25899 4.13261 1.57552 0.0513
H -1.31793 2.85931 2.39267 0.0484
H -3.00098 2.57834 2.04557 0.0540
H -1.81309 -0.23247 3.80334 0.0965
H -2.03451 -1.83655 5.67904 0.0814
H -1.86714 -4.27771 5.25023 0.0725
H -1.48135 -5.08660 2.93386 0.0839
H -1.25502 -3.45616 1.07839 0.1050
C 2.54980 -0.50286 3.74994 -0.1344
C 2.99589 0.43043 2.62311 -0.5859
C 2.64554 1.87266 2.99454 -0.1359
P 2.09386 -0.05464 1.06846 1.1283
C 2.91781 -1.67366 0.60437 -0.5350
C 2.00981 -2.85655 0.94683 -0.1247
C 4.34279 -1.93477 1.09239 -0.1286
C 2.78859 1.04850 -0.27067 -0.5494
C 1.99788 2.35697 -0.37936 -0.1235
C 4.29053 1.32324 -0.29856 -0.1223
H 2.97748 -0.17821 4.70343 0.0654
H 2.85367 -1.53550 3.58463 0.0457
H 1.46079 -0.49626 3.84602 0.0724
H 4.07933 0.34949 2.49140 0.0840
H 1.56806 2.04020 2.92046 0.0735
H 3.14129 2.59431 2.34523 0.0491
H 2.94877 2.08737 4.02392 0.0633
H 2.94190 -1.61141 -0.48796 0.0629
H 1.94662 -3.01209 2.02582 0.0636
H 2.40578 -3.77328 0.50082 0.0679
H 0.99853 -2.69312 0.57046 0.0484
H 4.37424 -2.10748 2.16937 0.0574
H 5.03430 -1.12429 0.87065 0.0450
H 4.73174 -2.83906 0.61587 0.0676
H 2.52444 0.46407 -1.16244 0.0653
H 2.29686 3.07142 0.38956 0.0569
H 0.92162 2.19960 -0.28522 0.0394
H 2.18265 2.82419 -1.35082 0.0767
H 4.65095 1.73381 0.64744 0.0588
H 4.52016 2.05874 -1.07520 0.0671
H 4.87531 0.43112 -0.52080 0.0509
C 2.25995 -2.19122 -2.90618 -0.1616
O 0.95954 -1.88352 -2.44907 -0.2225
C 0.40605 -0.63215 -2.70190 -0.4430
C 1.06011 0.11953 -3.83599 -0.1581
H 2.54170 -3.13210 -2.43218 0.0776
H 2.99378 -1.42770 -2.62315 0.0675
H 2.30505 -2.32222 -3.99359 0.0702
H 1.21838 -0.53006 -4.70591 0.0516
H 2.03855 0.54327 -3.57018 0.0525
H 0.41822 0.94537 -4.12930 0.0413
C -4.65970 -0.35536 -0.94941 -0.0808
C -3.95209 -0.28164 -2.31667 -0.6909
C -3.98704 1.17031 -2.79279 -0.0820
C -4.73537 -1.14914 -3.31295 -0.1087
C -2.54126 -0.81870 -2.16613 -0.1857
H -5.70887 -0.04379 -1.02925 0.0620
H -4.15569 0.28775 -0.22808 0.0649
H -4.62781 -1.37436 -0.55807 0.0734
H -5.02080 1.53253 -2.84223 0.0674
H -3.53422 1.26325 -3.78177 0.0780
H -3.43310 1.81410 -2.11365 0.0538
H -5.77378 -0.80874 -3.40533 0.0608
H -4.74559 -2.19090 -2.98573 0.0631
H -4.26981 -1.11099 -4.29982 0.0671
H -2.51931 -1.91698 -2.19277 0.0255

=====

18
Properties=species:S:1:pos:R:3:nbo_charge:R:1 method="wB97M-V/def2-TZVPD" e_homo_ev=-7.20 total_energy_ha=-344.058613 smiles="C=C1NCC(N)=C1C" de_lowest_kj_mol=205.1
C 2.54165 -0.14477 0.07578 -0.5671
C 1.25191 0.15166 0.03819 0.2367
N 0.67398 1.78417 0.24464 -0.6263
C -0.69710 1.76418 -0.17522 -0.2737
C -1.04936 0.31354 0.02793 0.2869
N -2.32607 -0.04051 0.33918 -0.7958
C 0.03285 -0.54215 -0.05538 -0.2299
C -0.05424 -2.03330 -0.21563 -0.6241
H 3.30147 0.56308 -0.21932 0.2108
H 2.88239 -1.09781 0.45070 0.2133
H 1.28081 2.32913 -0.35426 0.3538
H -0.87225 2.04968 -1.22353 0.1914
H -1.32181 2.41120 0.45812 0.1912
H -2.97298 0.69177 0.58785 0.3918
H -2.47137 -0.92843 0.79456 0.3936
H -1.06153 -2.37005 -0.46112 0.2090
H 0.60597 -2.36611 -1.01631 0.2275
H 0.25568 -2.53529 0.70383 0.2110